Record 1
This record from the Open Molecules 2025 dataset describes a structure of composition C31H55O6SiYb. The level of theory is the ωB97M-V functional and the def2-TZVPD basis.

Each line ends with the Löwdin charge.
Cartesian coordinates (Å):
O: -1.22 -0.04 -5.10  -0.0898
C: 0.21 0.14 -4.90  -0.1744
C: 0.19 1.58 -5.42  -0.0599
H: 0.78 -0.58 -5.51  0.0770
H: 0.55 0.01 -3.86  0.0843
C: -1.38 1.40 -5.32  -0.5162
H: 0.59 1.56 -6.44  0.0996
H: 0.63 2.33 -4.80  0.0881
C: -2.19 1.75 -6.56  -0.0339
H: -1.88 1.28 -7.51  0.0786
H: -2.17 2.85 -6.72  0.0906
H: -3.25 1.51 -6.32  0.0939
C: -2.03 2.04 -4.05  -0.0076
H: -1.27 2.47 -3.36  0.0862
H: -2.62 1.30 -3.50  0.0442
H: -2.73 2.85 -4.32  0.0804
Yb: 0.42 -0.42 -0.36  1.8044
C: 2.07 1.42 0.65  -0.1901
C: 3.00 0.46 0.17  -0.1713
C: 2.83 0.35 -1.23  -0.2057
H: 3.75 -0.02 0.79  0.0968
C: 1.83 1.29 -1.63  -0.2566
C: 1.35 1.94 -0.46  -0.2205
H: 0.59 2.73 -0.40  0.1067
H: 1.99 1.77 1.67  0.0879
H: 3.43 -0.27 -1.90  0.0958
H: 1.51 1.51 -2.64  0.0739
C: -1.88 -0.73 0.87  -0.2579
C: -2.32 0.40 0.12  -0.1491
C: -2.52 -0.03 -1.20  -0.1561
H: -2.54 1.38 0.56  0.1046
C: -2.03 -1.37 -1.31  -0.2142
C: -1.69 -1.83 -0.01  -0.2567
H: -1.37 -2.82 0.31  0.1016
H: -1.85 -0.75 1.95  0.0454
H: -3.09 0.49 -1.96  0.0744
H: -1.99 -1.93 -2.24  0.0888
O: 0.63 -1.84 -6.59  -0.2033
C: 0.04 -1.13 -7.74  -0.1698
C: 0.45 -1.81 -9.05  -0.1579
H: 0.36 -0.07 -7.76  0.1066
H: -1.06 -1.12 -7.60  0.1206
C: 1.49 -2.87 -8.66  -0.1623
H: 0.86 -1.08 -9.75  0.1099
H: -0.44 -2.28 -9.48  0.1112
C: 1.40 -2.97 -7.13  -0.1571
H: 2.49 -2.56 -8.95  0.1063
H: 1.24 -3.82 -9.14  0.1066
H: 2.40 -2.98 -6.66  0.1168
H: 0.88 -3.90 -6.85  0.1170
C: 3.32 -0.76 3.80  -0.0262
C: 2.22 -1.64 4.37  -0.6441
C: 1.90 -2.81 3.44  -0.0362
C: 2.65 -2.18 5.73  -0.0358
O: 1.02 -0.86 4.56  -0.1171
Si: 0.21 0.01 3.40  0.0679
O: 0.43 -0.48 1.88  -0.3865
O: -1.35 -0.04 3.96  -0.1154
C: -2.24 -0.84 4.77  -0.6193
C: -3.19 -1.59 3.85  -0.0415
C: -1.53 -1.86 5.65  -0.0415
C: -3.04 0.08 5.68  -0.0418
O: 0.75 1.57 3.50  -0.1265
C: 0.41 2.79 4.18  -0.6317
C: -0.48 3.62 3.26  -0.0227
C: -0.30 2.54 5.50  -0.0326
C: 1.72 3.52 4.44  -0.0345
H: 4.23 -1.36 3.64  0.0923
H: 3.56 0.05 4.51  0.0945
H: 3.03 -0.31 2.85  0.0521
H: 2.81 -3.42 3.32  0.0883
H: 1.10 -3.42 3.87  0.0868
H: 1.57 -2.45 2.46  0.0597
H: 2.89 -1.36 6.42  0.0881
H: 1.88 -2.81 6.18  0.0852
H: 3.55 -2.78 5.60  0.0853
H: -2.65 -2.27 3.19  0.0883
H: -3.88 -2.19 4.46  0.0902
H: -3.79 -0.90 3.25  0.0945
H: -0.84 -1.39 6.36  0.0909
H: -2.29 -2.40 6.23  0.0918
H: -1.00 -2.60 5.04  0.0814
H: -2.39 0.60 6.40  0.0791
H: -3.61 0.82 5.10  0.0918
H: -3.76 -0.50 6.27  0.0885
H: -1.46 3.13 3.14  0.0878
H: -0.65 4.61 3.70  0.0890
H: -0.03 3.75 2.27  0.0811
H: 0.25 1.81 6.12  0.0989
H: -0.36 3.47 6.07  0.0911
H: -1.32 2.19 5.35  0.0610
H: 2.38 2.90 5.06  0.0899
H: 2.23 3.75 3.50  0.0847
H: 1.53 4.45 4.98  0.0855

Properties
2S+1 ... 2
LUMO (alpha / beta) ... -0.5 / -0.6 eV
E_HOMO (alpha / beta) ... -7.740 / -7.755 eV


Record 2
This record from the Open Molecules 2025 dataset describes a structure of composition C14H53FeO13. The level of theory is the ωB97M-V functional and the def2-TZVPD basis.

Each line ends with the Löwdin charge.
Cartesian coordinates (Å):
Fe: 3.02 -1.54 -1.26  0.9701
C: -0.82 -0.70 0.63  -0.0606
C: 0.31 -0.49 -0.35  -0.3872
O: 1.54 -1.10 -0.06  -0.3350
H: -0.57 -0.53 1.68  0.0874
H: -1.23 -1.72 0.60  0.0538
H: -1.68 -0.05 0.47  0.0731
H: 0.48 0.61 -0.38  0.0857
H: 0.05 -0.62 -1.42  0.0864
C: -4.85 1.79 -1.98  -0.0799
C: -4.22 1.50 -0.62  -0.3360
O: -4.43 0.19 -0.16  -0.0776
H: -4.71 2.84 -2.23  0.0750
H: -5.93 1.69 -1.95  0.0795
H: -4.33 1.21 -2.74  0.0577
H: -4.53 2.21 0.14  0.1180
H: -3.14 1.70 -0.77  0.0700
H: -3.89 -0.41 -0.70  0.0098
C: -0.85 3.26 0.58  -0.0881
C: -0.61 4.69 1.01  -0.3200
O: -1.80 5.48 0.96  -0.0647
H: -1.51 2.73 1.27  0.0883
H: 0.11 2.74 0.55  0.0260
H: -1.29 3.19 -0.42  0.0629
H: 0.18 5.15 0.40  0.1061
H: -0.29 4.75 2.05  0.1167
H: -2.08 5.44 0.05  0.0799
C: 3.47 2.87 2.66  -0.0615
C: 2.62 2.74 1.41  -0.2934
O: 3.41 2.17 0.35  -0.0877
H: 2.79 3.20 3.45  0.0912
H: 4.31 3.54 2.47  0.0847
H: 3.95 1.91 2.87  0.0663
H: 2.29 3.73 1.08  0.1118
H: 1.71 2.17 1.62  0.0844
H: 3.13 2.51 -0.50  0.0853
C: -1.20 1.31 -3.56  -0.0608
C: 0.13 1.98 -3.40  -0.3042
O: 0.91 1.67 -4.57  -0.0824
H: -1.07 0.25 -3.75  0.0754
H: -1.73 1.74 -4.41  0.0948
H: -1.78 1.44 -2.65  0.0614
H: 0.71 1.57 -2.56  0.0679
H: 0.11 3.06 -3.20  0.1246
H: 1.78 2.08 -4.59  0.0837
C: 1.36 -0.87 4.74  -0.0771
C: 2.33 -0.21 3.76  -0.2996
O: 2.62 -1.09 2.67  -0.0948
H: 0.56 -1.42 4.25  0.0538
H: 0.85 -0.09 5.33  0.0781
H: 1.84 -1.43 5.55  0.0766
H: 3.24 0.02 4.30  0.1111
H: 1.77 0.66 3.40  0.0919
H: 2.04 -0.86 1.93  0.0284
C: 0.41 -5.96 0.27  -0.0723
C: -0.68 -4.99 -0.10  -0.3449
O: -1.18 -5.20 -1.42  -0.0826
H: 0.76 -5.79 1.28  0.0695
H: 1.22 -5.84 -0.46  0.0678
H: 0.02 -6.97 0.13  0.0833
H: -0.35 -3.94 -0.06  0.0839
H: -1.45 -5.06 0.67  0.1101
H: -1.97 -4.68 -1.57  0.0630
O: 2.86 0.18 -2.47  -0.0439
H: 2.04 0.59 -2.78  0.0419
H: 3.58 0.77 -2.75  0.1022
O: -0.08 -3.59 2.72  -0.0414
H: 0.17 -2.91 2.08  0.0037
H: 0.48 -3.41 3.48  0.0301
O: 4.32 -0.45 -0.07  -0.0639
H: 5.22 -0.56 0.24  0.0999
H: 3.98 0.36 0.37  0.0556
O: 1.78 -2.30 -2.80  -0.0394
H: 1.21 -3.08 -2.75  0.1028
H: 1.78 -2.03 -3.72  0.0983
O: -3.61 -2.99 0.92  -0.0392
H: -3.43 -2.15 0.48  -0.0173
H: -3.93 -3.57 0.21  0.0368
O: -3.01 -1.58 -1.71  -0.0282
H: -3.12 -1.75 -2.65  0.0794
H: -2.07 -1.73 -1.53  0.0376

Properties
2S+1 ... 5
LUMO (alpha / beta) ... -3.9 / -4.2 eV
E_HOMO (alpha / beta) ... -12.012 / -12.012 eV
Net charge ... +1


Record 3
This record from the Open Molecules 2025 dataset describes a structure of composition C15H30N2O7S2. The level of theory is the ωB97M-V functional and the def2-TZVPD basis.

Each line ends with the Löwdin charge.
Cartesian coordinates (Å):
C: -2.03 -1.22 0.33  -0.1407
S: -3.44 -0.54 1.27  0.4734
O: -3.55 0.85 0.81  -0.4227
O: -4.64 -1.24 0.88  -0.3448
N: -3.15 -0.46 2.89  -0.3345
S: -2.95 -1.95 3.62  0.5162
O: -3.10 -1.72 5.05  -0.3762
O: -3.96 -2.92 3.22  -0.3410
C: -1.26 -2.62 3.43  -0.2385
C: -1.20 -4.07 2.83  -0.1901
C: -0.08 -4.25 1.73  -0.1590
C: -0.63 -4.73 0.35  -0.1949
O: -1.51 -5.85 0.45  -0.0347
C: -2.78 -5.57 0.03  -0.3377
O: -3.35 -4.55 0.19  0.1098
H: -1.79 -0.51 -0.48  0.0250
H: -2.38 -2.18 -0.09  0.0418
H: -1.16 -1.40 0.99  0.0303
H: -0.57 -1.94 2.89  0.0699
H: -0.83 -2.69 4.45  0.0943
H: -2.16 -4.37 2.38  0.0839
H: -0.98 -4.81 3.62  0.1135
H: 0.63 -5.04 2.07  0.1048
H: 0.51 -3.32 1.59  0.0995
H: -1.05 -3.86 -0.18  0.0986
H: 0.26 -5.06 -0.25  0.1216
H: -3.32 -6.41 -0.47  0.1515
C: 1.05 2.78 -3.52  -0.0216
C: 0.59 2.52 -2.07  -0.4400
C: 0.23 3.85 -1.40  -0.0950
C: 1.46 4.72 -1.13  -0.1547
C: 2.51 3.95 -0.32  -0.0997
C: 2.85 2.54 -0.85  -0.4409
N: 1.63 1.78 -1.28  0.0881
O: 1.10 1.31 -0.30  0.2394
C: 3.85 2.62 -2.02  -0.0184
C: 3.64 1.80 0.25  -0.0196
C: -0.68 1.68 -2.25  -0.0099
H: 0.20 3.06 -4.14  0.1017
H: 1.76 3.60 -3.61  0.0653
H: 1.50 1.89 -3.96  0.1033
H: -0.29 3.68 -0.46  0.1471
H: -0.46 4.41 -2.04  0.1455
H: 1.90 5.08 -2.06  0.1118
H: 1.16 5.61 -0.57  0.1311
H: 3.43 4.54 -0.26  0.1413
H: 2.14 3.87 0.71  0.1376
H: 4.02 1.63 -2.45  0.1029
H: 4.81 2.99 -1.68  0.0981
H: 3.54 3.29 -2.82  0.0699
H: 3.12 1.79 1.20  0.0948
H: 4.59 2.30 0.42  0.1028
H: 3.86 0.77 -0.04  0.1040
H: -0.46 0.74 -2.78  0.1079
H: -1.42 2.22 -2.84  0.1099
H: -1.17 1.43 -1.31  0.0780

Properties
LUMO ... -5.4 eV
E_HOMO ... -7.444 eV


Record 4
This record from the Open Molecules 2025 dataset describes a cluster of 2 separate species, C7H10NO2PS in total. The level of theory is the ωB97M-V functional and the def2-TZVPD basis.

Each line ends with the Löwdin charge.
Cartesian coordinates (Å):
C: 1.33 -2.07 -0.19  -0.1010
C: 1.29 -1.48 1.07  -0.0975
C: 1.28 -1.27 -1.32  -0.0847
C: 1.20 -0.10 1.19  -0.0805
C: 1.18 0.10 -1.20  -0.0778
C: 1.15 0.69 0.05  -0.3040
C: 0.94 2.19 0.19  -0.3567
N: -0.38 2.51 0.11  0.1408
O: -3.18 0.72 1.08  -0.3135
O: -2.69 0.70 -1.32  -0.3096
P: -2.01 0.24 0.07  0.4814
S: -2.50 -1.85 0.00  0.4454
H: 1.40 -3.14 -0.28  0.1048
H: 1.32 -2.10 1.96  0.1058
H: 1.31 -1.73 -2.30  0.1052
H: 1.16 0.35 2.17  0.1141
H: 1.13 0.72 -2.09  0.1136
H: 1.36 2.52 1.16  0.1210
H: 1.50 2.70 -0.60  0.1265
H: -3.07 1.65 1.30  0.0476
H: -2.06 0.79 -2.04  0.0452
H: -1.66 -2.14 0.99  -0.2260

Properties
Energy above the lowest of the compared OMol25 structures with the same formula, charge and spin ... 406.5 kJ/mol
LUMO (alpha / beta) ... -0.9 / -0.8 eV
E_HOMO (alpha / beta) ... -8.109 / -8.083 eV


Record 5
This record from the Open Molecules 2025 dataset describes an isolated molecule of C6H12O. The level of theory is the ωB97M-V functional and the def2-TZVPD basis.

Each line ends with the Löwdin charge.
Cartesian coordinates (Å):
C: -2.10 -0.90 0.36  -0.0819
C: -1.31 0.43 0.16  -0.2145
C: -1.04 0.86 -1.20  -0.1810
C: 0.27 0.94 -0.51  -0.1076
C: 1.16 -0.19 -0.11  -0.4079
C: 2.60 0.16 0.28  -0.0549
O: 0.55 -0.66 1.12  -0.0998
H: -1.80 -1.73 -0.30  0.0712
H: -3.15 -0.69 0.08  0.0802
H: -2.15 -1.29 1.39  0.0690
H: -1.53 1.12 0.96  0.1147
H: -1.17 0.09 -1.95  0.1153
H: -1.45 1.82 -1.45  0.1055
H: 0.66 1.94 -0.27  0.1289
H: 1.16 -1.00 -0.86  0.1450
H: 3.26 0.40 -0.56  0.0774
H: 3.01 -0.70 0.81  0.0764
H: 2.60 1.01 0.98  0.0826
H: 0.42 -1.61 1.10  0.0814

Properties
Energy above the lowest of the compared OMol25 structures with the same formula, charge and spin ... 319.7 kJ/mol
LUMO ... 1.0 eV
E_HOMO ... -7.712 eV
SMILES ... C[C@@H]1C[C@@H]1[C@@H](C)O


Record 6
This record from the Open Molecules 2025 dataset describes the ion C6H15ClNO with charge +1. The level of theory is the ωB97M-V functional and the def2-TZVPD basis.

Each line ends with the Löwdin charge.
Cartesian coordinates (Å):
C: 2.53 1.20 -1.01  -0.0921
C: 1.19 0.55 -1.04  -0.2494
C: 0.65 0.34 0.33  -0.2099
N: -0.72 -0.09 0.35  -0.3073
C: -1.16 -0.45 1.83  0.0275
C: -1.75 0.86 -0.29  0.0018
C: -0.78 -1.54 -0.37  -0.7642
O: 0.05 -2.40 0.11  0.0595
Cl: -2.52 -1.85 -0.50  0.7901
H: 2.51 2.11 -0.39  0.0976
H: 3.36 0.63 -0.60  0.0961
H: 2.94 1.45 -1.90  0.0459
H: 1.21 -0.47 -1.60  0.1495
H: 0.63 1.25 -1.64  0.1211
H: 1.17 -0.43 0.85  0.1227
H: 0.86 1.36 0.88  0.1922
H: -0.30 -0.96 2.40  0.1398
H: -1.47 0.44 2.28  0.0869
H: -1.94 -1.15 1.79  0.0384
H: -1.76 0.46 -1.30  0.0787
H: -2.71 0.96 0.40  0.1516
H: -1.17 1.79 -0.11  0.1103
H: -0.47 -1.20 -1.38  0.1168
H: -0.35 -2.86 0.94  0.1963

Properties
Energy above the lowest of the compared OMol25 structures with the same formula, charge and spin ... 179.3 kJ/mol
LUMO ... -2.9 eV
E_HOMO ... -15.182 eV
SMILES ... CCC[N+](C)(C)[C@@H](O)Cl
Net charge ... +1


Record 7
This record from the Open Molecules 2025 dataset describes a cluster of 2 separate species, C5H13NO in total. The level of theory is the ωB97M-V functional and the def2-TZVPD basis.

Each line ends with the Löwdin charge.
Cartesian coordinates (Å):
C: 0.21 -1.28 3.14  -0.0888
C: -0.77 -0.26 2.18  -0.2211
C: -0.30 0.04 0.79  -0.1969
C: -0.85 -0.05 -0.49  -0.1988
N: -0.90 0.83 -1.47  -0.0729
C: -0.53 2.20 -1.40  -0.1168
H: -0.31 -1.81 3.85  0.0046
H: 1.10 -0.87 3.71  0.0767
H: 0.67 -2.06 2.61  0.0176
H: -1.85 -0.61 2.18  0.1003
H: -0.64 0.63 2.85  0.0867
H: 0.84 0.10 0.77  0.1158
H: -1.25 -1.10 -0.64  0.1272
H: -1.08 0.71 -2.41  0.0986
H: -0.78 2.70 -2.32  0.0599
H: -0.96 2.75 -0.60  0.0607
H: 0.75 2.31 -1.35  0.1483
O: 2.24 -1.72 -3.61  -0.0616
H: 2.75 -0.96 -3.39  0.0122
H: 1.68 -1.56 -4.39  0.0484

Properties
Energy above the lowest of the compared OMol25 structures with the same formula, charge and spin ... 482.2 kJ/mol
LUMO ... 0.5 eV
E_HOMO ... -6.475 eV
SMILES ... CC/C=C/NC.O


Record 8
This record from the Open Molecules 2025 dataset describes a structure of composition C9H28AgN3O5. The level of theory is the ωB97M-V functional and the def2-TZVPD basis.

Each line ends with the Löwdin charge.
Cartesian coordinates (Å):
Ag: 3.90 7.54 -16.83  0.8214
O: 4.51 7.01 -18.89  -0.4466
H: 5.08 7.31 -19.61  -0.0405
C: 8.75 5.58 -21.02  -0.0892
C: 7.61 6.52 -20.69  -0.3100
O: 7.52 6.77 -19.28  -0.1068
H: 8.67 4.67 -20.42  0.0757
H: 9.71 6.05 -20.79  0.0729
H: 8.73 5.28 -22.06  0.0736
H: 6.70 5.96 -20.95  0.1108
H: 7.67 7.45 -21.25  0.1125
H: 6.73 6.33 -18.95  0.0277
C: 4.81 11.67 -19.70  -0.0952
C: 4.68 10.31 -19.08  -0.3695
O: 3.74 9.55 -19.82  -0.0994
H: 3.86 12.21 -19.75  0.0768
H: 5.13 11.61 -20.74  0.0786
H: 5.50 12.32 -19.15  0.0732
H: 4.36 10.41 -18.03  0.0942
H: 5.65 9.80 -19.07  0.1043
H: 3.78 8.63 -19.49  0.0049
C: 2.31 5.09 -20.87  -0.6836
O: 1.70 4.33 -21.58  0.0294
N: 3.12 6.09 -21.33  0.1502
N: 2.23 5.09 -19.48  0.1323
H: 3.51 5.96 -22.25  0.0996
H: 3.65 6.54 -20.58  0.0342
H: 1.82 4.27 -19.08  0.0912
H: 3.06 5.50 -19.08  0.0306
C: 7.01 3.53 -15.44  -0.0718
C: 6.21 4.76 -15.81  -0.4308
C: 7.09 6.00 -15.91  -0.1992
O: 6.24 7.14 -15.88  -0.2589
C: 6.97 8.34 -16.11  -0.0912
N: 5.51 4.53 -17.10  0.0521
H: 7.87 3.38 -16.09  0.0848
H: 6.41 2.62 -15.58  0.0771
H: 7.32 3.51 -14.40  0.0785
H: 5.44 4.98 -15.05  0.1321
H: 7.61 5.97 -16.87  0.1227
H: 7.82 6.00 -15.10  0.1364
H: 7.64 8.26 -16.97  0.0912
H: 7.45 8.69 -15.20  0.0935
H: 6.24 9.10 -16.41  0.0687
H: 4.57 4.19 -16.92  0.0667
H: 5.36 5.42 -17.59  -0.0050

Properties
LUMO ... -1.7 eV
E_HOMO ... -9.248 eV